(1)
Density functional theory data (ωB97M-V/def2-TZVPD) for C31H26AsI2N2NiO2 as an isolated structure.

Geometry as XYZ:
```
65
Properties=species:S:1:pos:R:3:forces:R:3
Ni 0.038 0.417 -1.368 -0.34 0.40 0.02
I -7.099 0.928 -3.316 -0.13 0.03 -0.02
C -5.140 0.384 -2.897 0.12 -0.04 0.03
C -4.868 -0.854 -2.330 0.06 0.02 0.00
C -3.557 -1.208 -2.055 -0.29 0.05 -0.05
I -3.159 -3.054 -1.186 0.08 -0.05 0.03
C -2.494 -0.350 -2.345 0.55 -0.10 0.08
O -1.241 -0.719 -2.092 -0.25 -0.15 -0.05
C -2.788 0.904 -2.904 -0.26 0.13 -0.10
C -1.675 1.863 -3.207 0.10 0.09 0.01
N -0.871 2.140 -1.990 -0.03 0.16 0.08
C 0.207 3.117 -2.179 -0.01 0.02 0.00
C 1.436 2.448 -2.743 0.06 -0.10 0.09
C 2.271 3.049 -3.667 -0.02 0.06 0.06
C 3.417 2.383 -4.069 0.05 0.02 -0.05
C 3.699 1.135 -3.539 -0.02 -0.01 0.04
C 2.807 0.590 -2.635 -0.01 0.05 0.01
N 1.701 1.229 -2.246 -0.06 0.01 -0.16
C -4.104 1.261 -3.175 0.11 -0.05 0.07
H -5.672 -1.540 -2.100 0.00 0.01 0.00
H -0.987 1.467 -3.960 -0.02 -0.07 0.02
H -2.086 2.799 -3.596 0.00 -0.01 -0.03
H -1.487 2.461 -1.249 -0.04 -0.02 -0.02
H -0.095 3.962 -2.803 -0.03 -0.03 -0.04
H 0.464 3.505 -1.190 0.03 0.03 -0.01
H 2.022 4.025 -4.060 0.01 -0.01 -0.01
H 4.083 2.834 -4.793 0.00 0.00 0.00
H 4.584 0.584 -3.824 -0.01 0.01 -0.01
H 2.976 -0.388 -2.201 0.01 -0.01 -0.02
H -4.315 2.231 -3.607 -0.01 -0.01 -0.01
O 0.270 0.942 0.515 0.39 -0.55 0.26
As 0.480 -0.285 1.670 -0.09 0.49 -0.67
C 0.952 -1.923 0.807 0.01 -0.26 0.14
C 1.108 -3.047 1.617 0.01 -0.05 0.01
C 1.411 -4.278 1.057 0.00 0.01 0.02
C 1.560 -4.399 -0.317 -0.01 0.02 -0.06
C 1.421 -3.284 -1.131 -0.01 -0.10 0.15
C 1.126 -2.055 -0.562 0.06 0.02 -0.30
C -1.119 -0.527 2.654 -0.17 0.01 0.10
C -1.553 0.524 3.462 -0.04 -0.04 0.02
C -2.757 0.412 4.135 0.00 0.00 0.00
C -3.527 -0.737 3.995 0.00 0.01 0.01
C -3.100 -1.773 3.178 0.01 0.01 -0.01
C -1.892 -1.672 2.501 -0.05 0.01 -0.02
C 1.899 0.167 2.845 0.08 0.14 0.12
C 3.089 0.629 2.289 0.02 0.03 0.03
C 4.151 0.945 3.119 0.00 0.00 0.02
C 4.024 0.798 4.496 0.02 0.01 -0.01
C 2.839 0.337 5.046 -0.03 -0.01 -0.02
C 1.767 0.019 4.220 0.07 -0.04 0.03
H 0.989 -2.974 2.693 -0.01 0.05 0.00
H 1.527 -5.144 1.695 0.00 0.00 0.00
H 1.784 -5.363 -0.754 0.00 0.01 0.00
H 1.529 -3.371 -2.204 0.00 0.02 0.00
H 1.070 -1.229 -1.275 0.07 -0.17 0.27
H -0.964 1.428 3.565 0.04 -0.01 -0.02
H -3.100 1.222 4.764 0.00 -0.01 0.00
H -4.469 -0.820 4.520 0.00 0.00 0.00
H -3.712 -2.657 3.056 0.01 0.00 -0.01
H -1.579 -2.472 1.843 0.02 0.01 0.00
H 3.187 0.755 1.217 -0.05 -0.01 -0.01
H 5.079 1.306 2.697 0.00 0.00 0.00
H 4.856 1.045 5.141 0.00 0.00 -0.01
H 2.743 0.224 6.118 0.00 0.00 0.00
H 0.844 -0.343 4.654 -0.02 0.01 -0.02
```
Positions in Å, forces in eV/Å.

Calculated values
lowest unoccupied orbital energy (alpha / beta)	-2.5984 / -2.5766	eV
energy above the lowest of the compared OMol25 structures with the same formula, charge and spin	0.0	kcal per mole
spin multiplicity	3
Kohn-Sham gap (alpha / beta)	7.338 / 7.388	eV
expectation value of S²	2.006
net charge	+1
molar mass	845.98	g/mol
highest occupied orbital energy (alpha / beta)	-9.936 / -9.964	eV

=====

(2)
Density functional theory data (ωB97M-V/def2-TZVPD) for a 5-piece molecular cluster, C20H29NO8 overall.

Geometry as XYZ:
```
58
Properties=species:S:1:pos:R:3:forces:R:3
O 10.212 -3.577 20.158 -0.08 -0.05 0.14
C 11.409 -3.568 20.247 -0.05 -0.38 -0.28
O 12.135 -2.514 19.871 0.26 0.44 -0.05
C 13.524 -2.631 20.279 -0.59 0.68 0.19
C 13.736 -4.127 20.500 0.45 0.46 -0.15
C 12.322 -4.668 20.753 0.82 0.21 -0.09
H 13.626 -2.016 21.172 0.00 -0.26 0.19
H 14.103 -2.112 19.518 0.14 -0.53 -0.25
H 14.426 -4.322 21.319 -0.02 0.03 0.01
H 14.186 -4.522 19.589 -0.19 -0.33 0.06
H 12.126 -4.807 21.816 -0.06 -0.18 -0.01
H 12.219 -5.605 20.216 -0.61 -0.04 0.11
O 10.847 -2.921 26.655 -0.05 0.07 0.03
C 10.341 -3.876 26.142 0.33 0.04 -0.10
O 10.371 -5.097 26.722 -0.16 -0.01 -0.05
C 9.747 -6.095 25.899 -0.17 -0.36 0.10
C 9.035 -5.370 24.759 0.61 0.09 -0.61
C 9.633 -3.951 24.814 -1.12 -0.30 -0.47
H 9.068 -6.688 26.511 0.04 0.18 0.14
H 10.517 -6.777 25.534 0.10 0.16 0.02
H 7.951 -5.389 24.820 0.00 0.10 0.29
H 9.300 -5.846 23.814 -0.15 -0.01 0.01
H 8.847 -3.199 24.731 0.10 0.14 0.34
H 10.266 -3.746 23.953 0.43 -0.04 0.28
O 10.141 -0.404 16.557 -0.07 0.09 -0.09
C 9.508 -0.366 17.570 0.24 0.23 -0.13
O 8.258 -0.887 17.669 0.07 -0.30 0.06
C 7.926 -1.015 19.070 -0.23 0.31 -0.14
C 8.609 0.189 19.676 -0.14 0.74 0.71
C 9.929 0.214 18.911 -0.75 -0.55 0.64
H 8.317 -1.973 19.413 0.05 0.05 0.19
H 6.847 -0.981 19.194 -0.04 -0.12 -0.24
H 8.674 0.196 20.768 0.31 -0.49 -0.08
H 8.027 1.098 19.490 -0.04 -0.15 -0.41
H 10.578 -0.530 19.382 0.38 0.22 -0.19
H 10.384 1.196 18.873 0.26 -0.09 -0.31
O 7.882 1.272 28.450 0.14 -0.22 0.02
C 8.735 1.051 27.640 0.08 0.77 -0.11
O 8.463 0.523 26.425 -0.01 0.09 0.04
C 9.684 0.353 25.657 -0.59 -1.01 0.53
C 10.657 1.331 26.267 0.33 0.16 -0.61
C 10.231 1.371 27.720 -0.14 -0.28 0.01
H 9.419 0.475 24.611 0.17 0.22 -0.04
H 9.981 -0.685 25.836 0.26 0.10 -0.22
H 10.510 2.300 25.782 0.07 0.11 0.19
H 11.690 1.028 26.100 -0.02 -0.04 0.07
H 10.463 2.319 28.194 -0.36 0.02 0.19
H 10.686 0.577 28.320 0.09 -0.01 -0.11
N 12.963 0.482 23.566 0.41 -0.44 -0.36
C 11.958 0.627 22.649 -0.23 0.81 0.06
C 11.439 -0.602 22.373 0.27 -0.72 0.44
C 12.203 -1.532 23.136 -0.34 -0.25 -0.39
C 13.171 -0.852 23.814 -0.13 0.20 0.27
H 13.512 1.229 23.947 0.05 0.03 -0.11
H 11.736 1.622 22.296 -0.24 -0.10 -0.06
H 10.652 -0.966 21.735 -0.14 0.61 -0.19
H 11.984 -2.587 23.099 0.41 -0.10 0.24
H 14.010 -1.186 24.400 -0.16 -0.02 0.24
```
Positions in Å, forces in eV/Å.

Calculated values
lowest unoccupied orbital energy	0.2884	eV
spin multiplicity	1
Kohn-Sham gap	9.301	eV
SMILES string	c1cc[nH]c1.O=C1CCCO1.O=C1CCCO1.O=C1CCCO1.O=C1CCCO1
molar mass	411.45	g/mol
highest occupied orbital energy	-9.013	eV

=====

(3)
Density functional theory data (ωB97M-V/def2-TZVPD) for C11H20N2O8Zn as an isolated structure.

Geometry as XYZ:
```
42
Properties=species:S:1:pos:R:3:forces:R:3
Zn 0.158 1.189 0.201 -1.30 -0.42 0.56
C 3.534 -1.546 -0.477 -0.93 2.27 -0.67
N 2.575 -1.713 0.608 -1.62 0.41 -0.89
C 3.039 -1.680 1.967 -0.35 -0.75 0.66
C 1.281 -1.363 0.310 1.34 -0.13 0.46
O 0.393 -1.148 1.135 0.11 0.01 -0.26
C 0.980 -1.191 -1.183 0.94 0.41 0.08
O -0.124 -0.363 -1.396 -0.74 -0.07 0.42
C -1.338 -1.073 -1.319 0.10 -0.11 1.58
C -2.330 -0.264 -0.496 -0.20 0.85 1.49
O -1.995 0.646 0.322 0.18 -1.53 -2.06
N -3.627 -0.617 -0.667 -0.05 1.99 -0.20
C -4.117 -1.631 -1.520 1.71 -2.24 -2.00
C -4.654 0.351 -0.353 0.91 2.38 2.49
H 3.585 -0.411 -0.758 0.18 -2.00 0.44
H 3.198 -2.118 -1.344 0.48 -0.08 0.12
H 4.489 -1.842 -0.152 1.16 -0.59 0.33
H 2.210 -1.758 2.650 -0.64 -0.19 0.00
H 3.508 -0.760 2.282 0.63 0.38 -0.45
H 3.647 -2.566 2.164 0.32 0.32 -0.06
H 0.805 -2.146 -1.632 0.10 -0.76 -0.43
H 1.794 -0.680 -1.679 0.08 -0.15 -0.05
H -1.187 -2.064 -0.786 -0.35 0.98 -0.78
H -1.740 -1.179 -2.309 -0.03 -0.36 -0.52
H -3.603 -1.702 -2.561 -0.69 0.14 1.74
H -5.143 -1.461 -1.742 -0.78 0.08 0.05
H -4.002 -2.602 -1.002 -0.20 0.17 -0.56
H -5.074 0.935 -1.176 0.34 -0.49 -0.44
H -4.159 1.115 0.336 -0.81 -0.95 -0.89
H -5.469 -0.065 0.219 -0.20 -0.45 0.06
O 3.721 1.927 -1.165 1.30 -0.58 -0.09
C 2.617 1.898 -0.717 -1.89 0.91 -0.05
O 2.107 1.066 0.149 0.72 -0.58 0.54
C 1.566 2.971 -1.185 -0.02 0.91 -0.12
O 1.976 3.949 -1.778 -0.49 -0.51 0.18
O 0.316 2.748 -0.834 0.46 0.58 -0.48
C -0.081 2.819 2.730 1.97 0.49 -0.41
O 0.271 1.485 2.372 -0.23 -0.64 -0.16
H 0.293 3.146 3.684 0.30 -0.50 0.89
H -1.141 2.822 2.816 -0.78 0.55 -0.70
H 0.496 3.479 2.046 -1.44 0.14 -0.12
H 1.221 1.399 2.236 0.37 0.11 0.31
```
Positions in Å, forces in eV/Å.

Calculated values
lowest unoccupied orbital energy	0.0544	eV
energy above the lowest of the compared OMol25 structures with the same formula, charge and spin	20.8	kcal per mole
spin multiplicity	1
Kohn-Sham gap	8.193	eV
molar mass	373.68	g/mol
highest occupied orbital energy	-8.139	eV

=====

(4)
Density functional theory data (ωB97M-V/def2-TZVPD) for C6H11NOS in the gas phase.

Geometry as XYZ:
```
20
Properties=species:S:1:pos:R:3:forces:R:3
C 1.760 0.956 -0.502 -4.09 0.12 0.15
C -1.705 -0.164 -0.399 2.54 -0.09 0.87
C 2.010 -1.123 0.741 4.69 -0.69 -0.53
C -4.061 -0.163 0.174 -1.73 3.18 2.22
C 3.875 -0.055 -0.305 1.96 0.85 0.87
C -2.855 0.714 0.106 2.20 -1.67 0.14
N 2.391 -0.085 0.018 2.96 -0.01 0.28
O -1.639 -1.331 -0.608 -0.52 1.37 -0.23
S -0.027 1.070 -0.011 0.32 0.28 -0.51
H 2.041 1.515 -1.405 0.39 -0.60 0.78
H 2.768 -1.864 1.147 -0.71 1.48 -0.85
H 1.137 -1.149 1.201 -4.20 0.01 1.24
H -4.446 -0.488 -0.728 -0.35 -0.50 -2.19
H -4.844 0.601 0.561 0.68 -1.88 -0.08
H -3.915 -1.038 0.772 -0.06 -0.21 0.78
H 4.554 -0.564 0.492 -1.72 0.60 -1.48
H 3.882 -0.510 -1.250 0.65 -1.28 -1.11
H 4.438 0.949 -0.546 -2.06 -1.29 0.99
H -2.479 1.163 1.048 -0.45 -0.68 -0.10
H -2.885 1.566 -0.506 -0.51 1.02 -1.26
```
Positions in Å, forces in eV/Å.

Calculated values
lowest unoccupied orbital energy (alpha / beta)	0.5778 / 0.5771	eV
energy above the lowest of the compared OMol25 structures with the same formula, charge and spin	111.3	kcal per mole
spin multiplicity	1
Kohn-Sham gap (alpha / beta)	7.392 / 7.393	eV
molar mass	145.23	g/mol
highest occupied orbital energy (alpha / beta)	-6.814 / -6.816	eV